A 2-piece molecular cluster, C24H24F4NO3 overall at a distorted geometry. Source: the OMol25 dataset; level of theory: wB97M-V/def2-TZVPD.

Cartesian coordinates (Å):
C -1.37256 2.84564 5.38002
C -1.75412 1.50117 4.82590
O -0.70596 1.04381 3.93691
C -0.66007 -0.30214 3.80108
C 0.26007 -0.73803 2.75432
C 0.98166 -1.85752 3.01407
N 2.22452 -2.14197 2.54736
C 2.76908 -3.45889 2.89006
C 4.26299 -3.56267 2.62489
O 4.62090 -2.90004 1.41185
C 4.38558 -1.49440 1.48340
C 2.92009 -1.14312 1.75011
O -1.33592 -1.07839 4.48313
H -2.25043 3.30224 5.84022
H -0.61206 2.72606 6.15718
H -0.98616 3.51497 4.60795
H -1.89754 0.77829 5.63614
H -2.67692 1.56422 4.23122
H 0.55482 -0.00939 2.00354
H 0.57425 -2.61482 3.69040
H 2.57349 -3.64133 3.95635
H 2.24025 -4.23991 2.31565
H 4.80500 -3.14921 3.49851
H 4.53775 -4.61210 2.45601
H 5.00563 -1.02992 2.27511
H 4.68666 -1.12102 0.49607
H 2.41060 -1.01025 0.77967
H 2.88458 -0.17832 2.27710
F -2.02901 -5.16301 -2.04713
C -1.73618 -4.73999 -0.76872
C -1.07611 -5.62843 0.08207
C -0.81990 -5.17030 1.37585
F -0.09863 -5.98499 2.22550
C -1.22758 -3.93332 1.83424
C -1.88495 -3.03378 0.95016
C -2.33967 -1.77491 1.44051
C -3.22515 -0.95508 0.73914
C -3.96007 0.04881 1.35783
C -4.87640 0.92210 0.69650
C -5.55499 1.94069 1.42767
C -6.35674 2.84737 0.75452
F -6.97268 3.84969 1.47139
C -6.57104 2.80024 -0.62634
C -5.95266 1.75517 -1.31358
F -6.17046 1.65048 -2.66962
C -5.13177 0.81854 -0.70125
C -2.12101 -3.46225 -0.38836
H -0.77671 -6.61816 -0.24465
H -1.06727 -3.63233 2.86856
H -2.15779 -1.55591 2.48838
H -3.36128 -1.11769 -0.33191
H -3.84078 0.17439 2.43822
H -5.41527 2.00306 2.50631
H -7.19695 3.52602 -1.13419
H -4.67556 0.02347 -1.28682
H -2.62238 -2.80518 -1.09659

Calculated total energy in a.u.: -1608.55589
Orbital gap in eV: 4.92
Total charge: +1
HOMO energy in eV: -11.01